No. 1
21
Properties=species:S:1:pos:R:3:nbo_charge:R:1 method="wB97M-V/def2-TZVPD" spin_multiplicity=1 relative_energy_kj_mol=136.18 homo_ev=-8.48 molar_mass_g_mol=159.19 gap_ev=8.9 e_lumo_ev=0.4 smiles=COc1ccc2ccccc2n1 total_charge=0
O -2.19 -0.45 -1.98 -0.49
N -0.43 0.45 -0.90 -0.51
C -2.24 0.83 -2.71 -0.26
C 1.29 1.60 0.37 -0.20
C 2.13 0.54 2.27 -0.25
C 0.67 -0.66 0.94 -0.12
C 1.99 1.71 1.57 -0.20
C -1.07 -1.76 -0.29 -0.28
C -1.25 -0.56 -1.06 0.52
C -0.07 -1.82 0.67 -0.13
C 1.59 -0.62 2.00 -0.17
C 0.47 0.47 0.10 0.17
H -2.85 1.70 -2.11 0.19
H 2.46 2.69 1.96 0.23
H -1.87 -2.57 -0.53 0.23
H 1.68 -1.62 2.51 0.21
H 0.15 -2.70 1.25 0.22
H -1.25 1.17 -3.02 0.21
H -2.90 0.56 -3.57 0.20
H 2.76 0.60 3.14 0.21
H 1.27 2.33 -0.54 0.23

No. 2
74
Properties=species:S:1:pos:R:3:nbo_charge:R:1 method="wB97M-V/def2-TZVPD" spin_multiplicity=1 relative_energy_kj_mol=6.13 homo_ev=-4.65 molar_mass_g_mol=718.03 gap_ev=5.7 e_lumo_ev=1.1 total_charge=-1
Rb 0.01 0.00 0.17 0.91
Br -0.01 3.59 6.98 0.05
O -3.53 3.31 -0.43 -0.73
O 3.52 3.33 -0.52 -0.73
N 0.00 -0.96 2.94 -0.42
N 0.00 2.71 -0.38 -0.46
N -0.01 -2.88 0.90 -0.44
N 2.41 1.30 -0.37 -0.75
N -2.40 1.29 -0.33 -0.75
C -1.16 3.37 -0.38 0.13
C -0.01 2.42 4.39 -0.22
C -0.01 -5.19 0.28 -0.25
C 5.58 -0.23 0.83 -0.21
C -2.50 2.61 -0.38 0.59
C 1.19 4.77 -0.41 -0.24
C -0.01 1.36 3.49 -0.20
C 0.00 0.85 6.22 -0.24
C -0.01 5.46 -0.39 -0.19
C -3.75 -0.51 -1.19 -0.07
C 1.16 3.38 -0.41 0.12
C -4.83 -1.37 -1.07 -0.23
C 0.00 0.04 3.94 0.18
C -5.51 -0.27 0.94 -0.21
C 2.76 -0.66 -2.36 -0.62
C 3.58 0.54 -0.29 0.26
C 4.50 0.65 0.77 -0.05
C 2.50 2.62 -0.43 0.59
C -2.78 -0.66 -2.33 -0.62
C 0.00 -0.20 5.32 -0.23
C 3.76 -0.49 -1.25 -0.07
C -5.72 -1.25 -0.01 -0.26
C 5.77 -1.21 -0.12 -0.26
C -0.01 -3.25 2.18 0.22
C 4.29 1.66 1.85 -0.64
C -0.01 -4.58 2.58 -0.25
C -0.01 -5.57 1.61 -0.17
C -3.55 0.51 -0.23 0.26
C -0.01 -2.19 3.23 0.09
C -0.01 2.15 5.74 -0.08
C -4.22 1.64 1.93 -0.64
C 4.85 -1.34 -1.16 -0.23
C -1.20 4.76 -0.39 -0.24
C -4.44 0.61 0.85 -0.05
C -0.01 -3.83 -0.02 0.05
H 2.43 0.30 -2.75 0.24
H -0.01 3.44 4.02 0.24
H 3.24 1.69 2.16 0.21
H -0.01 6.55 -0.39 0.20
H 2.16 5.25 -0.43 0.24
H 0.00 0.66 7.28 0.22
H -4.46 2.64 1.56 0.25
H -3.16 1.67 2.21 0.21
H -4.98 -2.13 -1.82 0.19
H 4.98 -2.11 -1.91 0.19
H -4.81 1.41 2.81 0.19
H 6.62 -1.88 -0.06 0.19
H -6.57 -1.93 0.07 0.19
H -1.86 -1.17 -2.01 0.19
H -3.22 -1.27 -3.12 0.20
H 0.00 -1.21 5.70 0.20
H -2.17 5.24 -0.38 0.24
H -2.48 0.30 -2.73 0.24
H -6.19 -0.18 1.79 0.19
H 4.91 1.43 2.72 0.19
H -0.02 -4.83 3.63 0.21
H -0.01 1.59 2.43 0.24
H 1.86 -1.19 -2.01 0.19
H 3.18 -1.26 -3.17 0.20
H -0.02 -2.58 4.25 0.15
H -0.01 -5.92 -0.52 0.22
H 4.53 2.67 1.49 0.25
H 6.28 -0.13 1.66 0.19
H 0.00 -3.50 -1.05 0.20
H -0.02 -6.61 1.88 0.22

No. 3
52
Properties=species:S:1:pos:R:3:nbo_charge:R:1 method="wB97M-V/def2-TZVPD" spin_multiplicity=1 relative_energy_kj_mol=13.56 homo_ev=-8.51 molar_mass_g_mol=369.48 gap_ev=9.2 e_lumo_ev=0.7 smiles="CCOC(=O)C1(CCOC)CCN(C(=O)c2ccc(CSC)o2)CC1" total_charge=0
S 5.02 -2.47 0.43 0.19
O -3.32 0.90 -0.70 -0.63
O -4.33 -1.06 1.24 -0.55
O -2.51 -1.17 -1.04 -0.52
O 3.31 0.27 -0.64 -0.41
O 1.87 3.37 0.43 -0.63
N 0.68 1.65 -0.39 -0.42
C 6.30 -1.71 1.46 -0.75
C -0.56 2.31 -0.05 -0.23
C -0.19 -0.53 0.26 -0.39
C 4.64 0.02 -0.67 0.28
C 5.33 1.14 -0.28 -0.32
C 4.36 2.12 -0.01 -0.22
C -1.52 0.10 0.70 -0.17
C -2.56 0.01 -0.41 0.85
C -1.28 1.57 1.07 -0.40
C -3.49 -1.40 -2.05 -0.07
C 5.09 -1.34 -1.03 -0.56
C -2.08 -0.69 1.91 -0.39
C 0.46 0.30 -0.85 -0.22
C -5.66 -0.60 1.18 -0.25
C -3.55 -0.39 2.20 -0.07
C 3.14 1.55 -0.24 0.15
C 1.84 2.24 -0.04 0.64
C -3.05 -0.82 -3.39 -0.63
H -0.36 -1.55 -0.09 0.23
H 6.12 -1.33 -1.39 0.23
H 1.39 -0.17 -1.17 0.24
H -1.48 -0.47 2.79 0.22
H 6.34 -2.28 2.38 0.23
H 4.43 -1.80 -1.76 0.25
H 6.39 1.24 -0.22 0.23
H 0.48 -0.57 1.12 0.21
H -2.97 0.26 -3.32 0.22
H -3.59 -2.49 -2.10 0.19
H -0.68 1.62 1.98 0.21
H -3.82 -0.75 3.21 0.17
H -3.78 -1.07 -4.15 0.22
H -4.44 -0.95 -1.74 0.20
H 6.03 -0.68 1.67 0.22
H -5.69 0.44 0.83 0.18
H -2.23 2.07 1.26 0.23
H -0.22 0.34 -1.71 0.19
H 4.53 3.13 0.32 0.25
H -0.32 3.33 0.26 0.25
H -2.00 -1.76 1.70 0.22
H 7.26 -1.76 0.94 0.21
H -6.15 -0.68 2.15 0.17
H -2.08 -1.23 -3.68 0.21
H -6.18 -1.24 0.46 0.19
H -1.20 2.35 -0.94 0.20
H -3.74 0.69 2.15 0.17

No. 4
17
Properties=species:S:1:pos:R:3:nbo_charge:R:1 method="wB97M-V/def2-TZVPD" spin_multiplicity=1 relative_energy_kj_mol=0.00 homo_ev=-13.18 molar_mass_g_mol=134.59 gap_ev=8.6 e_lumo_ev=-4.6 smiles="N[C@@H]1[C@H](N)[NH+]=C[C@@H]1Cl" total_charge=+1
Cl 3.11 -0.06 -0.25 0.08
N 0.60 -1.76 -0.18 -0.85
N -1.78 -0.12 -0.83 -0.82
N -0.18 1.61 -0.32 -0.45
C 1.63 0.37 0.52 -0.37
C 0.35 -0.64 0.64 -0.01
C 1.12 1.55 -0.14 0.27
C -0.95 0.42 0.14 0.08
H 0.63 -2.69 0.19 0.42
H 1.80 0.81 1.51 0.28
H 0.78 -1.61 -1.24 0.39
H -1.41 0.53 1.09 0.23
H -2.69 0.30 -1.00 0.41
H 0.18 -1.06 1.63 0.24
H -0.71 2.38 -0.79 0.45
H -1.29 -0.38 -1.69 0.38
H 1.71 2.33 -0.67 0.26

No. 5
148
Properties=species:S:1:pos:R:3:mulliken_charge:R:1 method="wB97M-V/def2-TZVPD" spin_multiplicity=6 homo_ev="-4.42 / -4.09" molar_mass_g_mol=1377.12 gap_ev="5.7 / 5.4" e_lumo_ev="1.3 / 1.3" total_charge=-1
Fe -2.61 2.15 -0.33 1.60
S 4.60 -1.36 1.02 1.22
S -2.55 3.74 -3.45 1.10
S -0.52 4.87 0.66 0.70
S 1.36 -0.92 3.77 0.81
S -2.63 1.60 4.36 1.00
S 1.25 -2.42 -2.30 0.55
S -3.87 -1.50 -3.67 1.36
S -3.10 -3.33 2.80 1.13
S 4.49 1.10 -3.86 1.10
P -4.87 1.51 -0.03 0.61
P -0.42 0.56 0.08 1.04
O -1.61 2.08 5.24 -0.82
O 2.70 -0.99 4.28 -0.77
O 1.51 -2.35 -0.90 -0.85
O 4.59 -2.87 0.53 0.01
O 4.13 2.17 -2.78 -0.59
O 2.71 -2.57 -2.96 0.14
O 0.37 -1.25 4.97 0.13
O -4.13 1.56 -1.47 -0.65
O 5.43 -0.59 0.16 -0.73
O -0.60 6.01 1.52 -0.72
O 0.44 -3.47 -2.82 -0.81
O -1.08 1.17 -1.19 -1.48
O -3.48 4.74 -3.86 -0.74
O 5.37 1.69 -4.81 -0.72
O -1.36 1.43 1.04 -1.24
O -4.92 -2.67 -3.36 -0.34
O -4.65 -0.33 -3.86 -0.59
O 0.96 -1.82 2.74 -0.88
O -1.12 4.04 -4.06 -0.55
O -3.07 -2.02 2.24 -0.75
O -4.30 2.93 0.42 -0.95
O -0.74 -0.89 0.48 1.95
O -3.86 1.09 5.24 -0.12
O -3.69 0.58 0.44 -0.50
O -0.06 5.39 -0.78 -0.14
O -2.97 -1.96 -4.69 -0.75
O 3.24 -0.97 1.18 -0.75
O 1.07 0.78 0.34 0.57
O -4.32 -3.89 3.26 -0.70
O -2.49 -4.37 1.78 -0.48
O -6.26 1.14 -0.35 -0.91
O -1.60 4.01 0.40 -0.80
O -2.38 3.47 -2.07 -0.50
O -2.38 0.58 3.41 -0.31
O 3.26 0.49 -4.26 -0.56
C 3.36 1.79 -1.61 2.56
C 0.85 3.86 1.12 0.47
C -3.03 2.25 -4.28 -0.72
C -0.66 -0.89 7.08 -0.95
C -4.02 1.62 6.55 0.03
C 5.40 -0.10 -2.95 -0.35
C 5.71 -3.31 -0.25 0.24
C 4.06 2.38 -0.41 -1.29
C -2.98 -1.43 -2.15 0.58
C -1.52 -3.90 0.83 1.51
C 0.95 0.74 3.37 -0.08
C -1.90 -3.45 4.10 -0.55
C -4.49 -4.02 -3.53 0.12
C 5.36 -1.53 2.60 -1.15
C -0.03 3.22 -3.59 1.24
C 0.54 -0.55 6.21 -0.31
C -5.36 1.17 7.10 -1.34
C 1.32 6.69 -2.21 -0.97
C -5.70 -4.92 -3.66 -1.36
C 0.50 6.70 -0.94 -0.32
C 0.73 -0.86 -2.90 1.42
C 5.74 -4.82 -0.28 -1.45
C -1.10 -5.08 -0.01 -1.60
C 1.14 3.44 -4.53 -1.34
C 2.76 -2.90 -4.35 -0.35
C -3.35 2.95 3.46 -0.70
C 4.11 -3.51 -4.67 -1.21
Li -2.34 -0.39 1.50 1.33
Li 1.20 -1.13 0.72 1.28
H 0.64 0.52 6.06 0.26
H 1.97 -3.60 -4.62 0.49
H -1.54 -0.69 6.46 -0.04
H 4.09 -3.85 -5.71 0.41
H 1.63 4.48 1.55 0.68
H -0.93 -3.24 3.65 -0.01
H 6.29 0.35 -2.52 0.41
H 1.17 3.31 0.24 -0.56
H 1.62 4.40 -4.37 0.24
H 4.24 -4.39 -4.04 0.28
H 5.70 -0.92 -3.60 0.35
H -0.29 2.16 -3.52 0.08
H 0.45 3.08 1.77 -0.41
H 5.08 2.03 -0.27 0.27
H -2.91 2.42 -5.35 0.58
H 2.60 -2.02 -4.98 0.23
H -1.93 -4.46 4.50 0.45
H -2.13 -2.70 4.85 0.15
H 3.34 0.71 -1.49 -0.60
H 1.52 7.72 -2.51 0.44
H -0.21 -0.62 -2.39 -1.61
H 1.48 -0.11 -2.68 -0.60
H 1.68 1.06 2.63 -0.23
H 6.10 -5.23 0.67 0.36
H -5.38 0.09 7.29 0.32
H 1.04 1.37 4.25 0.93
H 1.86 2.66 -4.28 0.14
H -3.80 -4.12 -4.36 0.38
H 0.79 6.25 -3.06 0.11
H 5.57 -2.95 -1.27 -0.16
H -2.30 -0.58 -2.12 -1.31
H -3.98 2.71 6.55 0.35
H -3.62 -1.45 -1.27 0.49
H -5.57 1.75 8.00 0.39
H 0.54 -0.98 -3.96 0.73
H -0.74 -0.18 7.90 0.41
H -4.09 2.21 -4.08 0.39
H -6.22 -5.01 -2.70 0.30
H 4.62 -1.98 3.27 0.31
H -5.37 -5.92 -3.94 0.38
H -6.45 -4.55 -4.36 0.34
H -2.47 1.40 -3.90 -0.21
H 3.51 2.14 0.51 0.02
H -1.93 -3.11 0.21 -0.39
H -0.63 -5.84 0.61 0.42
H 4.93 -2.80 -4.53 0.17
H 6.22 -2.18 2.48 0.43
H 4.07 3.47 -0.40 0.34
H -0.45 -4.78 -0.83 0.19
H 0.21 3.59 -2.59 -0.57
H -0.06 0.71 2.96 -0.52
H 2.32 2.11 -1.60 -0.93
H -0.23 7.50 -1.02 0.28
H -3.95 -4.34 -2.62 0.03
H 4.81 -5.26 -0.63 0.30
H -3.63 3.70 4.20 0.56
H -6.14 1.27 6.35 0.34
H 1.50 -0.78 6.67 0.35
H -2.01 -5.50 -0.45 0.40
H -4.22 2.57 2.91 0.28
H -2.57 3.25 2.77 -0.19
H 4.79 -0.57 -2.18 -0.24
H 2.27 6.17 -2.09 0.25
H 1.13 6.86 -0.06 0.41
H 6.53 -5.17 -0.95 0.43
H -0.59 -1.92 7.39 0.36
H 0.85 3.44 -5.58 0.46
H -3.24 1.28 7.24 0.16
H 5.63 -0.54 2.96 0.37
H -0.65 -3.47 1.32 -0.32
H -2.38 -2.35 -2.18 0.13
H 6.69 -2.91 0.04 0.48

No. 6
137
Properties=species:S:1:pos:R:3:mulliken_charge:R:1 method="wB97M-V/def2-TZVPD" spin_multiplicity=1 homo_ev=-2.51 molar_mass_g_mol=1146.22 gap_ev=2.3 e_lumo_ev=-0.2 total_charge=-1
F 2.43 3.64 -1.23 -0.27
O -4.36 -9.33 8.46 -0.67
O 3.07 1.97 6.26 -0.68
O 8.46 -0.07 1.25 -0.68
O -4.46 -4.74 5.71 -0.68
O -5.87 3.07 -4.70 -0.74
O -5.67 0.84 -1.35 -0.65
O -5.41 -4.44 -2.18 -0.68
O 7.37 -3.27 -2.90 -0.67
O 6.04 3.25 1.99 -0.69
O -2.28 4.31 -8.47 -0.67
N 0.61 7.25 -3.79 -0.45
N 2.10 5.43 -3.77 -0.37
C -5.40 3.32 -6.98 0.20
C 2.08 2.09 1.36 -0.50
C -3.07 4.01 -7.60 0.44
C -6.70 2.97 -7.33 -0.56
C 10.19 -2.21 0.78 -0.51
C -5.48 -0.56 -5.30 -0.21
C -5.63 -9.35 5.98 -0.70
C -6.27 -9.29 4.75 -0.39
C 3.95 2.53 2.80 -0.36
C -5.43 -2.29 -3.13 0.30
C 5.96 2.94 4.32 0.09
C -5.48 -2.68 -0.61 0.05
C -3.68 -5.88 7.61 0.13
C -5.51 -1.70 1.98 -0.71
C -5.53 -0.82 0.91 -0.54
C 5.24 0.92 -1.22 -0.15
C 7.86 3.28 5.74 -0.54
C 9.58 -3.91 -1.33 -0.58
C 7.08 2.98 6.85 -0.46
C -5.03 -8.21 6.50 0.40
C -5.52 -1.31 -0.39 0.16
C 4.97 0.11 -2.32 -0.91
C -4.36 -8.30 7.83 0.59
C -4.86 3.67 -9.30 -0.60
C 5.75 -1.01 -2.56 -0.68
C -3.68 -7.08 8.34 0.15
C 7.63 -2.52 -1.98 0.65
C -5.55 -0.05 -4.02 -0.48
C -5.37 -1.93 -5.50 -0.71
C -6.15 3.33 -9.65 -0.43
C -5.47 -3.56 0.46 -0.69
C -5.57 -0.35 -1.54 0.54
C 8.23 -0.77 0.29 0.45
C 3.39 2.50 1.53 0.12
C 5.18 2.62 5.43 0.20
C 6.29 0.63 -0.38 -0.90
C 7.30 3.26 4.48 -0.55
C 9.09 -1.95 -0.02 0.19
C -1.92 3.92 -3.50 -0.95
C -3.02 -7.14 9.56 -0.57
C 3.24 4.72 -1.65 -0.01
C -4.41 -5.78 6.32 0.51
C -2.68 3.96 -6.17 0.34
C 6.81 -1.31 -1.71 0.24
C 3.74 2.23 5.28 0.57
C -7.07 2.97 -8.67 -0.57
C -3.62 3.65 -5.17 0.51
C -4.48 3.66 -7.96 0.23
C 10.68 -4.16 -0.53 -0.45
C 8.79 -2.80 -1.08 0.13
C 10.99 -3.31 0.52 -0.49
C -5.73 -6.96 4.57 -0.35
C 1.99 6.83 -3.47 -0.50
C -5.50 -3.07 1.75 -0.15
C -2.35 -6.02 10.04 -0.47
C -5.03 3.33 -5.53 0.61
C -5.35 -2.79 -4.42 -0.60
C -5.43 -3.24 -1.99 0.64
C 5.74 2.65 6.70 -0.59
C -5.52 -0.91 -2.92 -0.24
C -1.37 4.23 -5.82 -0.91
C 5.37 2.94 2.95 0.66
C -0.18 7.52 -2.61 -0.87
C 3.18 2.17 3.91 0.36
C -3.23 3.63 -3.84 -0.71
C -2.35 -4.84 9.31 -0.49
C -0.99 4.21 -4.49 -0.83
C -6.32 -8.09 4.05 -0.63
C 1.32 1.71 2.46 -0.72
C -3.01 -4.77 8.10 -0.56
C 7.08 -0.48 -0.62 0.29
C 3.26 4.87 -3.16 -1.24
C 1.86 1.76 3.73 -0.66
C -5.07 -7.01 5.79 -0.03
H 11.30 -5.03 -0.73 0.40
H -3.96 3.40 -3.07 0.53
H -0.65 4.46 -6.59 0.48
H -5.55 0.25 1.07 0.49
H 2.19 7.07 -2.42 0.29
H -6.83 -8.04 3.10 0.42
H -5.30 -2.33 -6.51 0.40
H -5.49 -3.75 2.59 0.49
H -6.45 3.33 -10.69 0.40
H 6.50 1.27 0.47 0.72
H -5.52 -1.31 2.99 0.43
H -3.02 -8.06 10.13 0.47
H 4.25 4.51 -1.29 0.21
H -1.15 7.91 -2.89 0.32
H -1.62 3.92 -2.46 0.49
H -8.08 2.69 -8.94 0.40
H -1.84 -6.07 10.99 0.40
H -7.40 2.70 -6.56 0.51
H 4.16 0.35 -2.98 0.46
H 2.88 5.61 -1.14 0.22
H 0.05 4.44 -4.22 1.20
H 3.98 2.80 0.68 0.50
H 5.13 2.42 7.56 0.48
H 1.27 1.47 4.59 0.48
H 10.42 -1.55 1.60 0.47
H 0.24 6.45 -4.28 0.30
H -3.01 -3.86 7.53 0.48
H 7.89 3.49 3.61 0.50
H 1.67 2.07 0.36 0.54
H -5.59 -10.28 6.53 0.48
H -5.64 1.02 -3.89 0.80
H 0.30 1.39 2.32 0.42
H 4.20 5.40 -3.40 0.39
H -6.73 -10.18 4.34 0.39
H 3.38 3.85 -3.54 0.38
H 5.55 -1.64 -3.41 0.48
H -5.27 -3.86 -4.57 0.47
H -5.76 -6.02 4.03 0.69
H -4.14 3.95 -10.05 0.48
H -5.46 -4.62 0.28 0.48
H 4.63 1.79 -1.04 0.66
H 2.66 7.47 -4.07 0.17
H -5.51 0.11 -6.14 0.45
H -0.30 6.64 -1.97 0.24
H 9.34 -4.56 -2.16 0.47
H 11.85 -3.51 1.15 0.39
H 0.32 8.29 -2.03 0.37
H 7.51 3.00 7.84 0.39
H 8.90 3.53 5.86 0.40
H -1.82 -3.98 9.68 0.41

No. 7
12
Properties=species:S:1:pos:R:3:nbo_charge:R:1 method="wB97M-V/def2-TZVPD" spin_multiplicity=1 relative_energy_kj_mol=645.61 homo_ev="-7.83 / -9.59" molar_mass_g_mol=99.10 gap_ev="7.0 / 9.3" e_lumo_ev="-0.8 / -0.3" total_charge=0
N 1.13 1.18 -0.82 -0.52
N -0.61 -0.44 0.17 -0.07
N -1.44 -1.55 0.24 -0.61
N -2.10 1.46 -0.42 -0.30
N 0.65 -0.57 0.34 -0.19
C 1.41 0.71 0.48 -0.14
C -1.23 0.75 -0.16 0.37
H 0.97 1.33 1.27 0.18
H -2.07 -1.60 -0.56 0.37
H 2.43 0.40 0.73 0.19
H -0.86 -2.39 0.25 0.39
H 1.72 0.72 -1.50 0.32